Here is CH10BrMnO4 as an isolated structure at a distorted geometry from OMol25. Energies are from wB97M-V/def2-TZVPD.

Calculated values
Energy relative to the best compared isomer or geometry (same formula, charge and spin) in eV: 0.000
Net charge: +2
Energy in Ha: -4069.2105
<S²>: 12.010
Molar mass in u: 220.93
Orbital gap (spin up / spin down) in Ha: 0.185 / 0.115
HOMO (spin up / spin down) in eV: -16.446 / -16.446
Spin multiplicity: 7

Each line ends with the Löwdin charge.
Positions of all 17 atoms, in Å:
Mn -0.72 -2.15 -2.73  1.220
Br -0.30 -1.00 -0.52  0.248
C -2.06 2.54 -0.74  0.063
O -2.12 1.74 0.42  0.246
H -2.40 1.84 -1.50  0.137
H -2.76 3.37 -0.58  0.143
H -1.02 2.84 -0.64  0.176
H -1.70 0.92 0.19  -0.003
O 2.64 -0.93 1.60  -0.041
H 2.04 -0.73 0.88  -0.080
H 2.59 -0.16 2.17  0.043
O -0.49 -3.83 1.51  -0.062
H -0.06 -2.98 1.47  -0.040
H -1.39 -3.63 1.75  0.034
O 2.79 0.44 -1.25  -0.055
H 1.84 0.48 -1.10  -0.083
H 3.13 1.26 -0.91  0.054

=====

Here is CH10F3MgO8S as an isolated structure at a distorted geometry from OMol25. Energies are from wB97M-V/def2-TZVPD.

Calculated values
Net charge: +2
Energy in Ha: -1543.3326
<S²>: 0.764
Molar mass in u: 263.45
Orbital gap (spin up / spin down) in Ha: 0.441 / 0.203
HOMO (spin up / spin down) in eV: -18.806 / -18.620
Spin multiplicity: 2

Each line ends with the Löwdin charge.
Positions of all 24 atoms, in Å:
Mg -0.07 0.27 0.94  0.547
C 0.22 -1.59 -2.97  -0.623
F 0.75 -1.47 -4.19  0.221
F -0.98 -2.02 -3.07  0.268
F 0.96 -2.34 -2.22  0.267
S 0.30 0.24 -2.29  0.741
O 1.45 0.95 -2.95  -0.179
O -1.00 0.92 -2.49  -0.073
O 0.60 0.08 -0.88  -0.339
O -0.87 0.36 2.75  0.026
H -0.81 1.19 3.22  0.112
H -1.55 -0.13 3.22  0.122
O -0.83 1.92 0.47  0.011
H -0.33 2.60 0.02  0.120
H -1.68 2.32 0.65  0.132
O -1.60 -0.91 0.24  0.005
H -1.69 -1.48 -0.51  0.093
H -2.33 -1.14 0.81  0.109
O 1.60 1.32 1.46  0.007
H 1.36 2.17 1.83  0.097
H 2.49 1.45 1.13  0.121
O 1.02 -1.39 1.46  0.002
H 1.17 -1.68 2.36  0.108
H 1.82 -1.65 0.99  0.104

=====

Here is a 3-piece molecular cluster, CH10N2O2 overall at a distorted geometry from OMol25. Energies are from wB97M-V/def2-TZVPD.

Calculated values
Energy relative to the best compared isomer or geometry (same formula, charge and spin) in eV: 0.201
Energy in Ha: -304.0754
Molar mass in u: 82.10
Orbital gap in Ha: 0.359
HOMO in eV: -9.156
Spin multiplicity: 1

Each line ends with the Löwdin charge.
Positions of all 15 atoms, in Å:
N -0.07 -1.39 -0.75  -0.001
C -0.95 -0.27 -0.59  -0.364
N -0.59 0.79 0.41  -0.008
H -0.05 -1.97 0.08  0.059
H 0.90 -1.11 -0.87  0.056
H -1.93 -0.61 -0.29  0.104
H -1.12 0.26 -1.51  0.094
H 0.36 1.10 0.25  0.072
H -0.72 0.41 1.33  0.062
O -1.16 3.50 -0.59  -0.094
H -2.02 3.86 -0.86  0.028
H -1.30 2.55 -0.44  -0.019
O 2.66 -2.06 1.33  -0.064
H 2.60 -2.92 1.78  0.039
H 3.39 -2.15 0.71  0.036

=====

Here is a 4-piece molecular cluster, CH10N2O3 overall at a distorted geometry from OMol25. Energies are from wB97M-V/def2-TZVPD.

Calculated values
Energy relative to the best compared isomer or geometry (same formula, charge and spin) in eV: 1.126
Net charge: +1
Energy in Ha: -378.9683
<S²>: 0.784
Molar mass in u: 98.10
Orbital gap (spin up / spin down) in Ha: 0.283 / 0.115
HOMO (spin up / spin down) in eV: -12.473 / -12.473
Spin multiplicity: 2

Each line ends with the Löwdin charge.
Positions of all 16 atoms, in Å:
N -3.59 -0.40 -2.90  0.316
C -4.25 -0.51 -1.71  -0.168
N -3.55 -0.24 -0.67  0.265
H -4.01 -0.86 -3.70  0.162
H -2.70 0.10 -3.02  0.154
H -5.32 -0.68 -1.83  0.157
H -4.01 -0.25 0.24  0.118
H 5.64 0.14 4.75  0.050
H 5.30 -1.32 4.82  0.050
O 5.39 -0.60 4.18  -0.046
H -1.03 1.01 -1.34  0.003
H 0.25 0.75 -2.07  0.044
O -0.36 1.46 -1.86  -0.052
H 4.16 0.95 2.33  0.029
H 4.64 -0.44 2.18  0.002
O 4.02 0.18 1.77  -0.084

=====

Here is a 4-piece molecular cluster, CH10N2O3 overall at a distorted geometry from OMol25. Energies are from wB97M-V/def2-TZVPD.

Calculated values
Energy relative to the best compared isomer or geometry (same formula, charge and spin) in eV: 0.000
Net charge: +1
Energy in Ha: -379.0097
<S²>: 0.781
Molar mass in u: 98.10
Orbital gap (spin up / spin down) in Ha: 0.400 / 0.241
HOMO (spin up / spin down) in eV: -15.513 / -15.508
Spin multiplicity: 2

Each line ends with the Löwdin charge.
Positions of all 16 atoms, in Å:
N 0.81 -0.27 -1.22  0.294
C -0.28 -0.99 -1.17  -0.165
N -0.25 -2.17 -0.53  0.239
H 0.80 0.78 -1.29  0.131
H 1.63 -0.70 -0.80  0.158
H -1.23 -0.59 -1.50  0.165
H -1.16 -2.61 -0.70  0.119
H -0.14 0.63 1.65  0.017
H -1.57 1.31 1.74  0.066
O -0.67 1.43 1.44  -0.048
H 0.30 -1.57 1.12  -0.023
H 1.40 -1.37 2.16  0.094
O 0.53 -1.03 1.89  -0.050
H 0.31 3.18 -1.04  0.054
H -0.41 2.14 -0.12  -0.004
O -0.18 2.38 -1.03  -0.047

=====

Here is a 4-piece molecular cluster, CH10N2O4 overall at a distorted geometry from OMol25. Energies are from wB97M-V/def2-TZVPD.

Calculated values
Energy relative to the best compared isomer or geometry (same formula, charge and spin) in eV: 1.550
Energy in Ha: -454.5721
Molar mass in u: 114.10
Orbital gap in Ha: 0.372
HOMO in eV: -9.734
Spin multiplicity: 1

Each line ends with the Löwdin charge.
Positions of all 17 atoms, in Å:
N 0.09 -1.70 1.41  0.164
C -0.36 -1.85 0.18  -0.852
N 0.35 -2.66 -0.47  0.173
O -1.36 -1.34 -0.23  0.073
H 1.00 -2.05 1.66  0.102
H -0.31 -1.04 2.06  0.121
H 0.06 -3.02 -1.37  0.136
H 1.26 -2.92 -0.11  0.116
O 0.44 1.19 -0.97  -0.033
H 0.65 0.26 -0.91  0.042
H 1.19 1.63 -0.57  0.023
O -2.26 1.16 -1.30  -0.073
H -2.56 1.97 -1.72  0.022
H -1.35 1.33 -1.08  -0.038
O 1.42 2.88 1.10  -0.045
H 0.98 3.13 1.91  0.046
H 0.77 3.03 0.41  0.024

=====

Here is a 3-piece molecular cluster, CH10N3O2 overall at a distorted geometry from OMol25. Energies are from wB97M-V/def2-TZVPD.

Calculated values
Energy relative to the best compared isomer or geometry (same formula, charge and spin) in eV: 2.205
Net charge: +1
Energy in Ha: -358.6004
Molar mass in u: 96.11
Orbital gap in Ha: 0.408
HOMO in eV: -14.630
Spin multiplicity: 1

Each line ends with the Löwdin charge.
Positions of all 16 atoms, in Å:
N 0.62 -0.54 0.76  0.169
C 1.12 -1.57 -0.08  -0.415
N 2.21 -1.36 -0.83  0.223
N 0.53 -2.79 -0.08  0.170
H 0.45 0.31 0.26  0.036
H -0.08 -0.80 1.57  0.181
H 1.84 -1.61 -1.69  0.110
H 2.62 -0.50 -0.96  0.100
H -0.07 -3.11 0.75  0.173
H 1.19 -3.57 -0.37  0.158
H -0.91 2.49 -0.62  0.057
H -1.01 1.14 -1.36  0.089
O -0.46 1.61 -0.68  -0.095
H -2.43 4.06 0.94  0.025
H -2.98 3.06 1.67  0.087
O -2.64 3.16 0.73  -0.067

=====

Here is a 2-piece molecular cluster, CH10N6 overall at a distorted geometry from OMol25. Energies are from wB97M-V/def2-TZVPD.

Calculated values
Energy relative to the best compared isomer or geometry (same formula, charge and spin) in eV: 2.524
Energy in Ha: -372.4740
Molar mass in u: 106.13
Orbital gap (spin up / spin down) in Ha: 0.322 / 0.322
HOMO (spin up / spin down) in eV: -7.892 / -7.892
Spin multiplicity: 1

Each line ends with the Löwdin charge.
Positions of all 17 atoms, in Å:
C -1.89 0.89 -0.20  -0.025
N 0.01 0.39 -1.37  -0.027
N -0.96 -0.11 -0.69  -0.361
N 0.86 0.07 1.82  -0.140
N 1.00 -0.50 -1.70  0.033
N -0.83 -1.27 -0.09  0.005
N 2.04 0.53 1.17  -0.127
H 1.15 -0.41 2.67  0.040
H 0.73 -1.47 -1.55  0.066
H 1.38 -0.29 -2.61  0.087
H 0.23 -0.68 1.22  0.062
H -1.68 -1.53 0.39  0.048
H 1.75 1.19 0.45  0.035
H 2.54 -0.22 0.69  0.046
H -2.90 0.49 -0.24  0.088
H -1.79 1.78 -0.82  0.085
H -1.63 1.14 0.84  0.085